Record 1
DFT (the ωB97M-V functional and the def2-TZVPD basis) results for C37H85Br3O18 as an isolated structure at a distorted geometry.

```
143
Properties=species:S:1:pos:R:3:forces:R:3
C 5.52130 2.53617 6.87262 1.272 -0.737 -1.203
O 5.36418 1.13964 6.57448 -1.265 1.439 1.020
C 6.49528 0.63793 5.99965 0.899 -1.495 -1.698
C 6.64661 0.85175 4.47274 0.241 0.660 -1.284
O 5.87983 -0.10106 3.67723 0.756 0.376 0.942
C 4.53840 0.29413 3.45230 0.218 -0.299 1.277
C 4.17031 0.16599 2.03010 0.107 0.755 -1.763
O 4.91916 1.15021 1.23279 1.075 -1.457 0.396
C 6.27671 0.64707 0.87001 -1.677 0.377 -0.482
H 6.47537 2.65008 7.40309 -0.283 0.191 0.364
H 4.69006 2.94421 7.41441 -0.400 -0.130 0.201
H 5.67575 3.04686 5.91234 -0.333 0.346 0.228
H 6.36093 -0.43626 5.98760 0.161 -0.515 0.517
H 7.42151 0.85490 6.56019 -0.213 0.281 -0.197
H 7.72593 0.73585 4.15625 -1.111 -0.100 0.453
H 6.32107 1.85982 4.09228 0.411 -0.599 0.656
H 4.44009 1.31500 3.79207 -0.202 0.665 -0.338
H 3.83291 -0.22357 4.11322 0.109 -0.510 -0.111
H 3.09173 0.40807 1.95566 0.571 0.036 -0.256
H 4.31936 -0.82662 1.54196 -0.044 0.418 0.740
H 6.47392 1.09406 -0.10856 0.151 0.053 0.232
H 6.23722 -0.43259 0.73648 -0.071 -0.138 0.010
H 7.08640 0.84983 1.57077 -0.378 0.355 0.220
C 5.94590 -4.63124 -0.75076 0.024 -0.553 0.779
O 4.65488 -5.12478 -0.50150 -0.016 0.573 -2.570
C 4.50117 -5.43230 0.79066 0.347 -0.540 2.429
C 3.16074 -6.00695 1.06548 -0.416 0.128 1.047
O 2.24741 -4.92427 0.99297 -0.460 -0.071 0.368
C 1.09128 -5.06805 1.83403 0.817 -0.384 -0.387
C 0.26498 -6.21086 1.28013 -0.808 0.526 1.360
O -0.21100 -5.92869 0.00699 -0.441 0.215 -1.159
C -1.28116 -5.00851 -0.00084 -0.348 -0.343 2.688
H 6.62757 -5.29421 -0.20391 0.413 0.143 -0.185
H 6.02625 -3.63555 -0.29279 0.284 0.092 -0.561
H 6.15727 -4.72537 -1.81189 -0.022 0.523 -0.020
H 4.62992 -4.56055 1.47822 -0.064 -0.182 -0.411
H 5.26391 -6.16167 1.11102 0.063 -0.130 -0.002
H 3.22571 -6.35341 2.11250 -0.212 -0.107 -0.100
H 2.91025 -6.89390 0.45173 0.037 0.610 -0.101
H 0.52974 -4.14187 1.71420 0.233 0.098 0.384
H 1.40046 -5.24795 2.90373 -0.352 0.211 -0.863
H -0.55738 -6.45276 1.99952 0.267 0.087 -0.462
H 0.89627 -7.06470 1.20085 0.320 -0.842 -0.107
H -1.04004 -4.06294 0.48534 0.361 0.261 -0.181
H -2.09290 -5.40336 0.65199 0.110 -0.009 -0.496
H -1.67868 -4.78421 -0.94678 -0.075 -0.169 -1.490
C -7.03401 -1.67130 2.83582 -1.110 -1.630 -0.752
O -6.61616 -0.61754 3.59037 0.592 0.940 0.807
C -5.36594 -0.12391 3.20057 0.288 0.849 0.511
C -5.34299 1.39733 3.30166 1.107 -0.405 0.181
O -6.20307 1.86719 2.33074 -1.159 0.726 -0.656
C -6.24119 3.28042 2.16473 0.204 0.377 -0.081
C -7.05877 4.07259 3.19279 0.990 -0.255 0.266
O -8.42712 3.84091 3.19032 -0.390 0.576 -0.590
C -8.97576 2.84234 3.99676 -0.016 -0.658 0.567
H -6.28246 -2.46599 2.70624 0.090 0.270 -0.091
H -7.44802 -1.37238 1.86149 0.398 0.081 -0.075
H -7.86297 -2.14130 3.35446 -0.191 -0.096 0.207
H -5.14746 -0.35304 2.15510 -0.187 -0.066 -0.133
H -4.54144 -0.54819 3.79813 -0.257 -0.014 0.048
H -4.29399 1.64526 3.03737 -0.154 0.327 0.193
H -5.56725 1.84388 4.28908 0.062 -0.608 -0.130
H -6.69886 3.45191 1.17710 0.599 -0.052 0.177
H -5.18447 3.64655 2.27762 -0.722 0.048 -0.612
H -6.87316 5.15571 3.11510 -0.203 -0.262 -0.668
H -6.56171 3.86926 4.12386 -0.220 -0.431 1.184
H -8.95506 3.08234 5.06931 -0.011 0.317 -0.102
H -8.47270 1.88014 3.90871 0.169 -0.129 -0.304
H -10.01467 2.71218 3.68635 0.121 0.085 0.054
C -3.06365 6.47831 -4.97005 0.453 -0.511 0.073
O -3.76877 5.29057 -4.69627 0.278 -0.325 0.000
C -3.94000 4.50187 -5.87103 -0.075 0.109 0.847
C -4.75256 3.27267 -5.50278 -0.150 1.305 0.718
O -4.04329 2.36213 -4.71801 -0.433 -0.232 -0.138
C -2.97077 1.73808 -5.33803 1.659 -0.873 0.433
C -2.67217 0.46230 -4.54278 -0.318 -0.027 0.426
O -3.59577 -0.59244 -4.78318 0.502 0.020 -0.538
C -3.28662 -1.68926 -3.94630 0.386 -0.187 0.142
H -1.98046 6.28106 -5.09236 -0.355 0.111 -0.118
H -3.19443 7.16028 -4.14567 -0.071 0.125 0.372
H -3.46654 6.94140 -5.86028 0.017 0.315 -0.450
H -2.97449 4.23501 -6.33103 -0.151 0.142 0.060
H -4.52212 5.11606 -6.53942 -0.204 0.089 -0.812
H -5.18674 2.86647 -6.40939 -0.004 -0.559 -0.253
H -5.56338 3.62716 -4.84361 0.134 -0.169 -0.401
H -2.04278 2.35488 -5.30723 -0.377 -0.085 0.271
H -3.07538 1.52986 -6.39931 -0.675 -0.188 -0.300
H -2.86414 0.70323 -3.49125 0.685 0.402 0.147
H -1.62376 0.09570 -4.67221 -0.602 0.337 -0.045
H -3.73427 -1.61625 -2.94377 -0.035 0.209 -0.174
H -2.20020 -1.84006 -3.81655 -0.253 0.251 -0.104
H -3.64176 -2.58179 -4.43488 -0.391 -0.320 -0.122
C -0.82317 -3.19012 -6.08394 0.849 -0.358 -0.195
O -0.18924 -2.90953 -4.84709 0.790 -1.571 -0.348
C 0.38362 -4.19206 -4.42564 -0.287 0.745 -1.357
C 1.36391 -3.96412 -3.34549 0.845 -0.082 0.220
O 2.53189 -3.50673 -4.01557 -0.488 -0.251 -0.758
C 3.69859 -3.33614 -3.27687 0.288 -1.689 -0.389
C 3.56553 -2.28336 -2.26739 0.978 1.672 -0.299
O 3.47917 -1.02756 -2.96042 0.206 0.200 0.286
C 3.31168 0.01677 -2.04413 0.245 0.371 1.658
H -1.66915 -3.90262 -5.92450 0.395 0.594 -0.431
H -0.06352 -3.61696 -6.79598 -0.758 -0.001 0.533
H -1.08475 -2.24759 -6.52481 -0.777 0.406 -0.068
H 0.91664 -4.70197 -5.28669 -0.633 0.621 0.782
H -0.47260 -4.77658 -4.14177 -0.262 -0.718 0.426
H 1.56023 -4.91536 -2.78781 -0.130 0.769 -0.113
H 0.96364 -3.16216 -2.71985 0.044 -0.262 0.484
H 4.50070 -3.18732 -3.99591 -0.025 0.770 -0.155
H 4.01803 -4.28925 -2.83951 -0.384 -0.078 0.575
H 4.45063 -2.26520 -1.62077 -0.093 -0.031 0.192
H 2.67518 -2.38956 -1.68581 -0.566 -0.342 0.713
H 2.33619 -0.01312 -1.53370 0.019 -0.193 -0.188
H 3.40507 1.01798 -2.45537 0.038 -0.182 -0.793
H 4.06050 0.01855 -1.20523 -0.259 -0.333 -0.612
C -1.14774 3.50884 2.71467 -0.037 -0.696 -0.296
O -0.02262 3.05790 3.44193 -0.646 0.491 0.326
C 1.10555 3.86801 3.38094 1.522 0.313 -0.340
C 2.01717 3.32254 2.27566 -1.335 1.362 1.141
O 1.40958 3.64909 1.05700 0.411 -0.266 -1.002
C 1.85368 2.72325 0.04581 1.358 1.071 1.603
C 1.12489 2.95861 -1.18735 -0.386 -0.764 -1.641
O -0.21004 2.65735 -0.96925 -1.657 -0.001 -0.439
C -0.97868 2.77703 -2.15945 0.778 0.309 -0.693
H -1.59468 4.42138 3.04665 0.019 0.867 0.735
H -1.86579 2.73384 2.85871 -0.751 -0.577 0.102
H -1.01515 3.61356 1.64695 0.603 -0.071 -0.374
H 1.67136 3.84653 4.33493 -0.473 -0.286 -0.244
H 0.93343 4.93634 3.17523 -0.489 -0.219 0.008
H 1.94065 2.26018 2.40001 0.784 -0.790 0.197
H 2.99148 3.78599 2.41312 0.559 -0.397 -0.344
H 1.73079 1.73581 0.49510 -0.011 -0.337 -0.585
H 2.92494 2.90830 -0.15648 -0.138 -0.321 0.189
H 1.47465 2.26954 -1.98463 0.298 0.298 0.260
H 1.23198 3.97452 -1.56544 0.139 0.323 0.115
H -0.92699 3.79987 -2.57075 -0.270 -0.058 0.423
H -1.99036 2.47093 -1.97384 -0.474 0.075 0.272
H -0.59947 2.15229 -2.99084 0.138 -0.155 0.486
C -0.86916 0.00422 0.31209 0.884 -0.404 -0.529
Br 0.40398 -0.69564 1.56913 0.163 -0.141 0.108
Br -2.61534 -0.41855 0.81120 -1.025 -0.125 0.258
Br -0.47658 -0.59232 -1.48965 -0.024 -0.231 0.062
H -0.72362 1.05964 0.26396 -0.053 0.636 0.118
```
Positions in Å, forces in eV/Å.

Computed properties:
Frontier orbital gap   0.349 Ha
Charge   0
Highest occupied orbital energy   -9.157 eV



Record 2
DFT (the ωB97M-V functional and the def2-TZVPD basis) results for a 5-piece molecular cluster, C37H87N4O9PS overall at a distorted geometry.

```
139
Properties=species:S:1:pos:R:3:forces:R:3
C -2.60240 -2.27706 3.12250 0.163 0.517 0.370
O -2.33464 -3.28211 2.14228 -0.702 0.491 0.097
C -3.53824 -3.62922 1.44335 0.677 -1.118 -0.008
C -3.12923 -4.53169 0.23283 -0.467 -0.350 0.093
C -4.08175 -4.41257 -1.00307 -0.276 1.329 -0.208
C -3.35535 -4.24470 -2.37981 0.506 -0.910 0.597
C -2.27756 -3.11932 -2.42769 0.079 0.296 -0.888
C -2.82841 -1.67862 -2.24295 0.789 0.719 -0.150
C -3.95334 -1.38001 -3.29706 0.246 -0.061 1.176
P -4.93401 0.18659 -3.01553 -4.777 0.123 -2.272
O -6.27154 -0.04312 -3.69543 2.474 0.101 1.062
O -4.25363 1.49515 -3.81728 0.042 -1.845 2.538
O -5.25642 0.50998 -1.41933 1.985 0.245 -1.879
O -3.19777 -1.51730 -0.84739 -0.021 1.342 0.263
S -2.43218 -0.24672 -0.08258 -1.185 -1.651 3.233
O -1.28760 -0.86064 0.60807 -1.451 1.694 -2.375
O -3.36978 0.42778 0.83791 2.042 -0.977 -3.075
O -2.11172 0.57239 -1.48018 -0.081 -1.531 1.919
C -1.80578 -0.46476 -2.44507 0.698 -0.453 -2.716
C -0.29090 -0.77184 -2.69085 0.726 0.744 1.145
C 0.67557 0.15680 -1.85482 0.674 -0.517 -1.317
C 0.62160 1.66794 -2.29609 -0.730 -0.517 1.757
C 0.38784 2.55491 -1.01746 -0.122 0.330 -0.151
O 1.55579 3.33471 -0.71571 -0.280 -0.254 -0.598
H -2.25266 -2.59741 4.12644 -0.297 -0.045 -0.558
H -2.06674 -1.33003 2.88624 -0.275 -0.665 -0.053
H -3.68740 -2.03422 3.16356 0.629 -0.206 0.123
H -4.07396 -2.70342 1.15288 0.115 -0.610 -0.015
H -4.14224 -4.27079 2.13223 -0.068 0.762 -0.428
H -2.07112 -4.31138 -0.00755 -0.622 0.017 0.028
H -3.16244 -5.59228 0.56924 0.238 0.668 -0.131
H -4.69258 -3.48443 -0.85784 0.298 -0.680 -0.068
H -4.82485 -5.23562 -1.06628 0.638 0.341 0.067
H -2.80843 -5.20246 -2.56458 -0.265 0.666 -0.004
H -4.08372 -4.17201 -3.21818 0.428 0.133 0.620
H -1.43049 -3.31204 -1.73729 -0.705 0.185 -0.195
H -1.82803 -3.15236 -3.45217 -0.262 0.062 0.647
H -3.45017 -1.36454 -4.29091 -0.415 0.316 0.640
H -4.71654 -2.18439 -3.37655 0.294 0.735 0.375
H -3.55621 1.86992 -3.25495 0.078 0.316 -0.197
H -5.96929 -0.05990 -1.10815 -0.166 -0.081 -0.212
H -2.11422 0.01029 -3.40196 0.094 -0.134 0.766
H -0.07853 -0.55564 -3.75830 -0.155 -0.349 0.533
H 0.01989 -1.80814 -2.46154 -0.538 0.429 -0.174
H 0.55069 -0.01995 -0.77070 -0.138 0.293 -0.604
H 1.69840 -0.21339 -2.10852 -0.666 0.137 0.314
H -0.27833 1.80838 -2.92948 0.776 0.042 -0.015
H 1.55790 1.94054 -2.82001 -0.709 0.086 0.256
H -0.50714 3.20284 -1.19202 0.695 -0.165 0.135
H 0.16148 1.95720 -0.10854 -0.022 -0.058 -0.687
H 1.50304 3.60694 0.20112 -0.036 0.113 0.130
C 4.69207 -0.93071 3.60545 -0.026 -0.073 -0.023
C 3.87739 0.33843 3.81335 0.026 -0.150 -0.005
N 3.33601 0.88996 2.58244 0.041 0.286 -0.205
C 2.79721 2.23205 2.74175 0.147 0.142 0.098
C 1.57764 2.41167 3.64865 -0.171 0.188 -0.025
C 2.53006 -0.01683 1.77772 0.075 -0.321 -0.057
C 1.29467 -0.64395 2.42869 -0.106 -0.079 -0.075
H 5.49710 -0.76880 2.88542 -0.067 0.019 -0.028
H 5.14447 -1.23791 4.55074 -0.027 0.026 -0.003
H 4.07450 -1.76076 3.25732 0.037 0.014 -0.009
H 4.54415 1.08115 4.26217 -0.144 0.154 -0.085
H 3.09070 0.13584 4.55392 0.013 -0.036 0.107
H 2.56558 2.63988 1.75228 0.054 -0.207 -0.041
H 3.60099 2.87006 3.12516 0.053 -0.125 0.036
H 0.66312 2.05664 3.17396 -0.001 -0.082 0.073
H 1.43175 3.47527 3.85993 0.032 -0.045 0.000
H 1.69330 1.90456 4.60732 0.004 -0.022 -0.038
H 3.17675 -0.82768 1.42807 0.061 0.049 0.099
H 2.22669 0.49607 0.85925 0.074 0.203 0.123
H 1.49265 -1.00417 3.44023 0.050 0.038 -0.010
H 0.96513 -1.50205 1.83823 -0.021 0.047 0.028
H 0.45771 0.05155 2.46510 -0.009 -0.041 0.096
C 8.03251 0.71970 7.62980 0.059 -0.047 0.058
C 8.13595 0.18695 6.20716 0.034 -0.008 0.149
N 9.44250 0.39047 5.60045 0.103 0.171 -0.259
C 9.45927 0.13252 4.16603 -0.130 0.134 -0.095
C 9.18902 -1.29887 3.69930 0.057 -0.107 -0.211
C 10.57857 -0.13472 6.34319 0.022 0.094 0.314
C 10.59426 -1.63207 6.66141 0.185 -0.131 0.035
H 8.30069 1.77700 7.67450 0.055 -0.046 -0.032
H 7.00610 0.61787 7.98740 0.020 -0.018 -0.030
H 8.67254 0.16869 8.32141 -0.011 0.039 -0.003
H 7.38769 0.71858 5.61137 0.144 -0.065 -0.201
H 7.84440 -0.87322 6.20372 -0.112 -0.040 0.034
H 10.41804 0.46304 3.75464 0.046 -0.021 0.176
H 8.71566 0.78812 3.69982 -0.063 -0.003 0.150
H 10.04644 -1.94895 3.87010 -0.059 -0.037 0.058
H 8.99830 -1.30434 2.62229 -0.005 0.023 0.052
H 8.31523 -1.73653 4.18458 0.024 0.020 0.017
H 10.64959 0.41286 7.28786 -0.123 0.001 -0.033
H 11.50045 0.12495 5.81475 -0.146 0.025 -0.169
H 9.62731 -1.99488 7.01413 -0.003 0.036 -0.025
H 11.32265 -1.83061 7.45209 -0.030 0.021 -0.017
H 10.89464 -2.22695 5.79986 -0.110 -0.043 0.014
C -8.25909 -0.10446 1.77603 0.025 -0.032 -0.024
C -9.49607 0.77789 1.67599 0.125 -0.058 -0.086
N -9.19227 2.19689 1.60008 -0.051 0.262 0.187
C -10.36178 3.04612 1.78045 -0.079 -0.010 0.196
C -11.46833 2.97316 0.72637 -0.161 0.162 -0.055
C -8.28337 2.59636 0.53486 0.286 -0.174 -0.049
C -8.68110 2.26739 -0.90613 0.110 0.135 -0.143
H -7.63333 0.18834 2.62113 0.004 0.063 -0.068
H -8.55872 -1.14389 1.92361 -0.017 0.029 -0.020
H -7.65511 -0.06694 0.86670 0.009 0.018 0.037
H -10.09397 0.59967 2.57464 -0.080 0.190 -0.043
H -10.10283 0.44069 0.82358 -0.044 -0.107 -0.014
H -10.03454 4.08595 1.87684 0.137 -0.068 -0.084
H -10.80392 2.80147 2.75255 0.079 -0.130 -0.021
H -11.18723 3.48604 -0.19256 0.004 -0.088 -0.035
H -12.36650 3.47051 1.10371 0.047 -0.031 0.004
H -11.74514 1.94634 0.48320 0.040 0.011 0.001
H -7.30868 2.13779 0.72990 -0.078 -0.061 0.061
H -8.09147 3.67038 0.61304 -0.187 -0.012 0.129
H -9.07024 1.25314 -1.01345 -0.007 0.020 0.020
H -7.80256 2.34726 -1.55159 -0.040 -0.032 0.002
H -9.42206 2.96736 -1.29002 -0.073 -0.112 -0.021
C 4.37210 -0.71564 -5.94222 0.048 0.056 -0.019
C 3.06259 -0.56634 -6.70457 0.174 0.021 0.034
N 2.30093 0.61359 -6.32684 -0.327 0.048 0.184
C 0.94058 0.61066 -6.84679 -0.124 -0.123 0.095
C 0.75210 0.67181 -8.36344 -0.197 0.059 -0.122
C 3.00544 1.88474 -6.42006 0.291 0.056 0.159
C 3.57769 2.28643 -7.78154 0.026 0.196 -0.075
H 4.20250 -0.71151 -4.86357 -0.023 0.064 -0.034
H 4.84475 -1.66389 -6.20443 -0.026 0.023 -0.016
H 5.08085 0.07775 -6.18584 -0.012 -0.021 0.036
H 2.45835 -1.45227 -6.48654 -0.175 0.128 -0.065
H 3.27610 -0.59008 -7.78232 0.041 -0.082 -0.055
H 0.38237 1.43453 -6.38971 0.166 0.071 0.020
H 0.44656 -0.29775 -6.48129 0.147 -0.066 0.004
H 0.94161 1.67024 -8.75505 0.073 -0.039 -0.030
H -0.28380 0.42597 -8.61391 0.049 0.001 0.026
H 1.38986 -0.03835 -8.89133 0.018 0.022 0.034
H 3.82719 1.87153 -5.69785 -0.028 -0.125 -0.031
H 2.34886 2.68325 -6.06199 -0.154 -0.158 -0.040
H 4.08479 1.46009 -8.28248 -0.028 -0.013 0.029
H 4.31268 3.08427 -7.64828 -0.020 -0.036 0.013
H 2.80787 2.67531 -8.44669 0.028 -0.093 -0.066
```
Positions in Å, forces in eV/Å.

Computed properties:
Frontier orbital gap   0.297 Ha
Charge   0
Highest occupied orbital energy   -7.994 eV



Number 1: DFT total energy -10536.66776 hartree, molar mass 1057.8 g mol⁻¹. Number 2: DFT total energy -3097.60671 hartree, molar mass 795.2 g mol⁻¹.